{"formula": "C35H70FIN3O14S5", "method": "ωB97M-V/def2-TZVPD", "homo_ev": -10.2, "charge": 1, "e_above_lowest_kj_mol": 397.4, "symbols": ["C", "C", "O", "N", "H", "H", "C", "H", "H", "H", "H", "H", "H", "C", "C", "O", "N", "H", "H", "C", "H", "H", "H", "H", "H", "H", "C", "C", "O", "N", "H", "H", "C", "H", "H", "H", "H", "H", "H", "I", "O", "H", "F", "C", "C", "C", "C", "C", "C", "H", "H", "H", "H", "H", "C", "C", "C", "S", "O", "O", "C", "H", "H", "H", "H", "H", "H", "H", "H", "C", "C", "C", "S", "O", "O", "C", "H", "H", "H", "H", "H", "H", "H", "H", "C", "C", "C", "S", "O", "O", "C", "H", "H", "H", "H", "H", "H", "H", "H", "C", "C", "C", "S", "O", "O", "C", "H", "H", "H", "H", "H", "H", "H", "H", "C", "C", "C", "S", "O", "O", "C", "H", "H", "H", "H", "H", "H", "H", "H"], "coordinates": [[24.902, 15.108, 31.952], [23.438, 15.039, 32.190], [22.868, 15.790, 32.947], [22.695, 14.128, 31.335], [23.245, 13.398, 30.654], [22.251, 13.515, 31.973], [21.491, 14.474, 30.672], [25.501, 15.957, 32.465], [25.188, 15.187, 30.963], [25.711, 14.443, 32.209], [20.663, 15.012, 31.277], [21.218, 13.861, 30.048], [21.536, 15.397, 30.114], [18.827, 13.951, 34.455], [18.716, 12.471, 34.671], [18.029, 12.050, 35.554], [19.354, 11.569, 33.656], [19.011, 11.670, 32.696], [20.609, 11.979, 33.623], [19.352, 10.098, 34.063], [19.821, 14.204, 34.794], [18.201, 14.441, 35.214], [18.585, 14.435, 33.599], [20.197, 10.016, 34.892], [19.543, 9.539, 33.239], [18.312, 9.726, 34.339], [21.544, 10.302, 29.194], [21.863, 9.854, 30.541], [21.261, 8.860, 30.944], [22.838, 10.585, 31.443], [23.417, 11.304, 31.032], [22.444, 11.296, 32.124], [23.528, 9.636, 32.357], [20.433, 10.064, 28.771], [22.265, 9.899, 28.563], [21.585, 11.358, 28.910], [23.878, 8.783, 31.795], [22.943, 9.165, 33.011], [24.537, 10.006, 32.849], [17.889, 11.857, 30.426], [21.686, 12.472, 33.131], [22.219, 12.513, 34.008], [15.394, 7.664, 38.203], [16.507, 8.354, 38.135], [16.577, 9.688, 38.626], [17.667, 10.541, 38.310], [18.830, 9.984, 37.854], [18.831, 8.627, 37.497], [17.763, 7.756, 37.598], [15.736, 10.097, 39.093], [17.697, 11.646, 38.423], [19.631, 10.773, 37.709], [19.684, 8.207, 36.924], [17.595, 6.907, 36.965], [19.719, 14.783, 38.498], [19.344, 16.022, 37.688], [19.319, 17.139, 38.589], [20.440, 16.694, 39.963], [19.671, 16.545, 41.198], [21.598, 17.549, 39.972], [20.925, 15.116, 39.410], [19.938, 14.099, 37.761], [18.926, 14.401, 38.949], [18.198, 15.964, 37.296], [20.045, 16.029, 36.880], [18.461, 17.347, 38.870], [19.699, 17.934, 38.194], [20.920, 14.414, 40.135], [21.859, 15.151, 38.754], [14.046, 10.857, 34.623], [13.975, 10.230, 33.174], [14.800, 9.129, 33.089], [15.147, 8.562, 34.629], [16.554, 8.110, 34.647], [14.141, 7.570, 34.854], [14.895, 9.982, 35.521], [13.130, 11.121, 35.130], [14.385, 11.664, 34.620], [14.281, 10.840, 32.382], [12.907, 9.873, 32.934], [15.836, 9.660, 32.700], [14.517, 8.349, 32.270], [15.989, 10.351, 35.959], [14.520, 9.477, 36.604], [13.452, 15.825, 36.742], [12.932, 14.639, 37.544], [14.005, 13.691, 37.663], [15.467, 14.593, 37.487], [16.033, 14.282, 36.178], [16.144, 14.379, 38.661], [14.897, 16.199, 37.395], [12.848, 16.699, 36.736], [13.505, 15.356, 35.847], [11.956, 14.301, 37.169], [12.760, 15.210, 38.397], [13.963, 13.006, 36.715], [14.064, 13.133, 38.622], [15.397, 16.808, 36.613], [15.008, 16.608, 38.386], [13.903, 14.441, 31.691], [14.427, 15.579, 30.844], [15.696, 15.988, 31.434], [15.300, 16.027, 33.194], [14.199, 16.913, 33.476], [16.549, 16.052, 33.968], [14.521, 14.311, 33.125], [14.211, 13.626, 31.139], [12.996, 14.531, 31.747], [13.789, 16.594, 31.014], [14.645, 15.607, 29.763], [15.913, 16.972, 31.130], [16.414, 15.125, 31.327], [13.894, 14.076, 33.960], [15.366, 13.630, 33.230], [19.858, 17.351, 32.344], [20.369, 18.255, 31.140], [20.472, 19.575, 31.510], [19.222, 19.860, 32.648], [18.124, 20.199, 31.793], [19.646, 20.826, 33.706], [18.956, 18.264, 33.188], [20.342, 16.562, 32.914], [19.229, 16.612, 31.822], [19.884, 18.156, 30.189], [21.420, 17.762, 30.945], [20.399, 20.184, 30.645], [21.393, 19.916, 31.965], [17.902, 18.090, 33.325], [19.558, 18.201, 34.174]], "atomic_forces_ev_per_a": [[2.582, 1.710, 2.022], [1.355, 3.012, 1.658], [0.131, -1.976, -1.535], [2.112, -2.746, -2.746], [-0.901, 2.974, 2.059], [-0.677, -2.330, 2.957], [-1.121, 10.761, 4.586], [-2.120, -0.506, -0.616], [-0.248, 0.520, -2.674], [-0.766, -1.961, 0.827], [1.161, -2.364, 0.227], [-3.191, -7.062, -5.750], [1.374, 0.383, -0.924], [0.938, -0.711, 3.928], [-2.115, 0.110, -1.496], [0.959, -0.770, -0.128], [1.761, -0.495, 2.514], [-0.517, 0.498, -0.388], [-1.661, -0.163, -1.355], [-0.505, 2.143, 3.506], [0.760, 0.354, -0.311], [-0.151, -0.469, -0.152], [-0.531, 0.705, -3.239], [-2.170, -0.309, -1.580], [1.236, -1.551, -2.607], [1.384, 0.722, 0.465], [-2.998, 1.992, -1.846], [-4.121, -2.906, 0.837], [2.916, 2.851, 0.288], [0.023, 0.050, 1.411], [0.964, -0.928, -1.203], [-2.020, -0.116, 0.572], [5.617, 0.725, -1.923], [2.681, -0.080, 1.668], [1.265, -1.240, -1.449], [0.294, 0.345, 0.835], [0.175, -0.050, -0.709], [-2.964, -0.858, 2.875], [-2.452, -0.015, -0.936], [0.424, 0.135, 0.220], [1.956, -0.572, 2.396], [-1.042, 0.133, -2.187], [-0.642, -0.427, 0.111], [4.665, 1.407, 0.272], [0.437, -1.047, -1.706], [-0.233, -0.282, 0.882], [0.402, 0.824, -0.434], [1.444, -0.740, -1.137], [-3.829, 2.727, 0.590], [-1.349, 0.535, 0.539], [-0.686, -0.955, 0.390], [-0.469, -1.756, -0.168], [-0.319, 0.430, 0.639], [0.620, -0.711, 0.177], [2.470, 2.005, -1.747], [-3.500, -2.238, -1.262], [6.678, -3.960, 0.750], [-0.405, 1.248, 2.420], [0.506, 0.008, -1.354], [-0.057, 0.229, -0.250], [-0.425, 0.890, -4.714], [0.990, -2.060, -1.356], [-3.463, -1.417, 2.718], [2.863, -0.455, 0.260], [0.264, 0.757, -0.731], [-8.041, 1.654, 3.422], [2.520, 5.064, -2.255], [0.605, -1.892, 2.741], [-1.097, 0.128, 1.295], [-5.022, -10.881, 0.316], [-6.423, 2.167, 1.228], [5.923, -1.685, -4.977], [3.300, -4.384, -0.688], [-1.408, 0.715, 0.591], [-0.827, -0.411, 1.144], [2.235, -0.207, 5.271], [-1.085, -0.897, -0.282], [6.223, 12.553, -0.674], [-0.180, 1.857, -0.794], [1.186, 0.958, 0.578], [-1.788, -1.960, 0.898], [0.636, 1.088, 1.981], [-2.721, -0.431, -1.786], [0.120, 1.710, -2.980], [1.068, 0.811, 2.898], [-2.565, 2.657, -0.080], [-0.153, -3.550, -1.440], [-0.060, -0.337, -5.307], [-0.038, -0.167, 0.839], [3.851, -0.727, 4.756], [-1.780, 0.405, -2.572], [-0.767, 0.428, -0.142], [1.178, -0.049, -3.675], [0.443, -0.196, 0.077], [-0.774, -0.187, 2.624], [0.290, 0.761, 1.956], [-0.107, 0.146, -0.864], [0.209, -0.582, 0.698], [-0.854, 0.479, 0.266], [8.370, -0.792, 0.099], [-1.585, 4.619, 0.208], [0.957, -1.450, 1.769], [0.679, -2.273, 0.965], [0.400, 0.582, 0.042], [-1.140, 0.554, -0.666], [1.815, 1.878, -1.286], [0.102, -2.450, -0.905], [-9.842, 0.387, 0.573], [0.734, -2.489, -0.567], [-0.912, -1.291, 0.246], [1.294, 1.047, -0.393], [0.093, 1.342, 0.057], [-0.773, 0.482, 0.216], [0.063, -0.085, -0.500], [-3.458, -0.793, -2.629], [4.044, -7.304, -0.349], [2.640, 4.096, 1.147], [-0.464, 5.103, 1.547], [-1.376, 0.208, -0.100], [-0.823, -2.511, -2.019], [2.972, -1.737, 3.379], [1.598, 1.131, 0.317], [-0.665, 0.347, -0.148], [-0.992, -0.590, -0.030], [-1.454, 1.170, -0.078], [-0.704, 1.112, -0.429], [0.490, -0.399, 0.397], [-0.188, -0.333, -0.073], [-1.734, 0.441, -0.839]]}